Below is a molecular structure, C49H122F2KN8O15S2 in a non-equilibrium geometry, with properties calculated with ωB97M-V with the def2-TZVPD basis set.

LUMO level (spin up / spin down): -5.429 / -7.791 eV
net charge: +2
<S²>: 0.75
2S+1: 2

The geometry in XYZ format:
```
199
Properties=species:S:1:pos:R:3:forces:R:3:lowdin_spin:R:1
H -5.87435 0.23514 3.56667 0.131 -0.164 0.058 0.00
H 0.60263 2.38652 -4.44449 0.194 -0.423 1.060 0.00
H 4.52874 1.09960 -1.37298 -0.198 1.158 0.336 0.00
F 3.09808 -1.40183 0.60077 -0.500 0.557 -0.593 0.00
H 3.99515 3.59079 4.41656 -0.218 -0.174 -0.274 0.00
H -1.12318 -0.05538 2.29023 -0.411 0.035 -0.077 0.00
H -1.47266 2.69228 4.99300 -0.313 -0.144 -0.494 0.00
C -5.25336 -0.98382 -3.19723 1.277 2.067 -0.335 0.00
O -0.71549 0.89583 -0.42431 2.632 -2.710 0.175 0.00
C -1.25307 1.67087 5.30383 -0.793 -0.807 -0.138 0.00
C -1.73642 0.48193 4.30352 0.877 1.515 0.344 0.00
H 0.60711 -5.79172 -0.50123 -0.251 0.220 -0.309 0.00
H 3.04214 4.92651 5.06314 -0.224 -0.510 0.117 0.00
H -2.39278 1.43956 -3.40062 0.139 -0.196 -0.085 0.00
H 1.58911 -2.03505 -1.85741 -0.205 1.622 2.094 0.00
C -1.02479 -0.82008 4.73483 -0.815 -0.693 -0.003 0.00
C 4.30032 4.92975 1.28101 0.159 0.502 0.300 0.03
C 4.64194 -0.84100 7.27660 -0.999 -0.284 1.867 0.00
H 3.98513 -1.48651 7.85971 0.316 -0.438 -0.102 0.00
H -0.49607 4.21797 -4.26265 0.024 0.252 -0.174 0.00
C -4.28882 0.50833 -1.27145 1.243 0.243 -1.019 0.00
H 1.79797 -3.71344 0.00329 0.455 -0.333 -0.366 0.00
H 1.01785 2.78783 2.81303 0.031 -0.069 -0.194 0.00
H 2.05544 3.28124 -4.93315 0.018 0.061 0.100 0.00
H -3.40388 -4.23983 3.80457 -0.641 -0.114 -0.416 0.00
C 4.15599 0.97843 -2.39007 0.896 1.286 1.140 0.00
O 1.66857 -8.01297 -0.29931 -0.767 -1.413 0.004 0.00
C 5.09187 -0.26999 3.70425 0.160 0.699 1.250 0.00
H 3.02372 -6.64019 -0.57286 0.439 1.083 0.329 0.00
H 1.44094 -2.14473 -6.15538 0.189 -0.284 -0.679 0.00
H 2.43495 -3.22022 -2.50954 0.327 -0.482 0.136 0.00
H 1.57732 1.77985 -5.72316 -0.030 0.268 -0.228 0.00
H 2.01021 -0.62519 -6.71785 -1.136 0.581 -0.972 0.00
C -3.86171 -8.47738 -2.25196 -2.144 0.350 -0.446 0.00
H 5.06280 0.93086 -4.31967 0.733 -0.100 -0.104 0.00
C 5.41048 1.10219 -3.30092 -1.385 1.265 1.005 0.00
H 0.02943 -0.62102 4.92740 -0.138 0.153 0.512 0.00
C -4.44336 2.56871 4.00995 -0.996 0.022 0.288 0.00
H -3.37648 -4.86736 -3.98929 0.301 -0.142 0.049 0.00
H 2.14660 2.74953 0.80047 -0.039 -1.393 0.013 0.02
H -1.85818 -3.08675 -1.17733 -0.547 -0.639 -0.478 0.00
H -3.40178 -2.90198 1.47375 -0.403 -0.474 0.155 0.00
H -5.84400 1.21352 2.13544 -0.080 -0.330 -0.463 0.00
H 0.64519 5.64521 2.61950 -0.061 0.080 0.108 0.00
H -5.71566 2.20371 -5.97328 0.088 0.094 -0.157 0.00
H -7.51735 0.45836 -2.26584 -0.124 0.350 -0.233 0.00
C 2.29810 -6.85558 0.21147 -1.459 -0.162 -0.757 0.00
F -0.05249 0.01887 -2.52163 0.869 0.306 0.309 0.00
H -0.98189 -1.57121 3.94611 -0.245 0.285 -0.496 0.00
H -1.70881 1.59087 6.29075 0.005 -0.310 0.044 0.00
K 5.62595 -1.96487 -0.48503 -0.249 0.160 0.052 0.00
H 1.66058 -7.48706 -2.29383 0.176 0.235 -0.262 0.00
H 4.27274 0.14079 7.57304 -0.022 0.565 -0.595 0.00
H 5.76295 2.12129 -3.14191 0.090 0.188 -0.655 0.00
H 2.04079 6.57645 3.20595 0.067 0.020 -0.663 0.00
H -1.15298 2.16052 1.29755 0.266 0.274 0.168 0.00
H -5.27042 -0.00473 -5.72538 -0.697 0.822 0.404 0.00
O 2.07660 3.70665 0.82529 1.828 1.990 0.808 0.12
C 4.59534 5.58239 3.83292 0.520 -0.991 -1.515 0.00
H 2.97060 -8.59630 -1.75975 -0.015 -0.252 -0.426 0.00
H -4.00728 -8.63737 -1.18364 0.101 -0.105 0.056 0.00
O 2.59037 1.47271 -4.05813 -0.652 1.538 1.347 0.00
C -4.11083 -0.97224 -4.26748 -0.832 1.630 -0.526 0.00
H 1.58502 -2.27056 -3.40219 -0.188 1.225 -1.925 0.00
C 2.96831 1.96885 -2.75069 1.778 -1.188 -0.683 0.00
N -1.95296 -4.07991 -1.02000 1.555 -1.015 0.113 0.00
H -1.70675 -4.31426 -3.44474 0.158 0.077 -1.102 0.00
H -1.76996 -3.99446 3.90326 0.516 0.776 -0.043 0.00
O -2.24996 -5.12520 2.34195 -0.393 -1.245 -0.903 0.00
C 5.04732 4.15737 0.16661 -1.136 -0.380 -0.364 0.00
C -0.18322 -0.88615 -5.95869 -0.822 1.618 -1.987 0.00
C -2.55465 -4.04838 3.14863 -0.203 1.555 1.221 0.00
H 5.74425 1.83547 3.31208 -0.199 -0.104 0.325 0.00
H 5.93715 4.65909 -0.21361 -0.058 0.304 0.486 0.00
O -5.21977 2.83337 -2.60106 0.672 -0.138 0.307 0.00
C 1.13911 -5.81346 0.44986 2.043 0.203 -1.434 0.00
H 2.16272 -0.03069 -4.52811 -0.293 0.927 -0.305 0.00
H 5.65946 -0.88907 7.66444 0.227 -0.357 -0.288 0.00
O 1.62713 -2.70283 -2.54605 -0.051 -2.784 -1.502 0.00
H 2.10692 2.06708 -2.09005 -0.034 -0.741 0.255 0.00
H -0.48184 -5.72975 1.63624 -0.299 -0.166 0.061 0.00
C 5.29773 5.17125 2.47919 -1.887 -0.479 0.241 0.00
H -2.65890 -5.87068 2.78763 0.207 -0.489 -0.389 0.00
O 1.87347 -0.89675 -4.82453 1.985 -1.080 5.402 0.00
C -1.61386 2.06880 2.28105 0.177 -1.454 -0.280 0.00
H -5.16181 3.55339 -5.00571 0.164 0.125 0.007 0.00
H 3.33806 0.87438 3.32279 0.744 0.461 -0.219 0.00
H 4.57054 7.06646 0.80419 0.500 -0.439 -0.036 0.01
H 5.12190 0.74462 5.53792 -0.268 0.432 0.255 0.00
H 4.41826 4.00288 -0.71004 -0.285 0.296 -0.055 0.00
C 1.70199 3.16624 3.57253 -1.736 -1.521 -0.880 0.01
H 1.11472 5.87621 4.33217 -0.120 -1.344 0.207 0.00
H 5.78073 0.61548 2.04767 0.893 0.523 -0.544 0.00
H -3.19118 1.12340 1.13314 0.324 -0.780 0.389 0.00
C 5.31313 -0.27737 5.21069 -0.030 0.938 -0.403 0.00
H 3.35510 6.28867 -0.16338 -0.046 -0.230 -0.056 0.00
H 0.98482 4.07731 -2.31999 0.118 -0.039 0.365 0.00
H 2.34376 2.33508 3.86477 0.407 0.292 -0.339 0.00
C 3.78760 6.30880 0.83694 -0.584 0.723 -0.937 0.04
H -0.75079 -1.56748 -6.59253 0.344 -0.160 -0.194 0.00
N -5.16373 1.61469 -3.30344 -1.320 -1.673 -0.357 0.00
C 1.30848 -1.07213 -6.01364 -0.478 -2.972 -1.557 0.00
C -4.00604 1.35494 3.24636 1.943 -1.723 -0.889 0.00
H -5.06022 -1.88737 -2.61895 -0.482 0.373 0.752 0.00
H -0.28144 6.82424 -3.31859 0.201 0.331 -0.102 0.00
H -1.91114 -4.24967 -0.02525 -0.490 -0.446 -0.104 0.00
C -2.75919 -2.76302 2.34316 -0.036 -0.763 -0.138 0.00
H -0.17148 5.04884 -1.35270 0.260 -0.077 0.210 0.00
H -0.58306 3.39142 -1.77627 -0.159 -0.053 -0.367 0.00
H 3.47016 -0.57376 -3.29495 -0.130 -0.749 -0.184 0.00
H 0.10951 -7.21232 1.14948 -0.778 -0.492 0.684 0.00
C -4.35829 0.27100 -5.19613 0.429 -1.301 0.375 0.00
C 1.47393 5.65343 3.32746 0.258 1.161 -1.524 0.03
N 3.00452 4.17446 1.75018 -0.808 0.963 0.085 0.68
H -3.31303 0.58669 -1.75082 0.442 -0.652 0.150 0.00
H -6.84594 -0.61320 -1.17560 0.427 0.040 0.486 0.00
H -1.50778 3.02961 2.78472 0.224 -0.224 0.450 0.00
O 2.06000 0.78789 0.76477 -0.889 -1.527 -0.579 0.00
H -3.10190 -0.88855 -3.86357 -0.030 -0.090 0.618 0.00
H -1.50941 -1.38940 5.52801 0.180 0.498 0.558 0.00
H -4.88301 -0.35797 2.18669 -0.223 0.181 -0.166 0.00
H -6.24971 -0.99811 -3.63903 0.172 -0.559 -0.454 0.00
H 6.22714 0.49162 -2.91572 -0.258 -0.456 -0.432 0.00
H 1.04350 -3.96664 1.50660 -0.104 0.036 0.064 0.00
C -5.31370 0.40856 -2.37968 -0.508 -0.031 1.050 0.00
H -3.11309 -3.26765 -3.29705 -0.037 -0.013 0.249 0.00
C -2.78234 -4.30585 -3.26831 0.972 -0.089 0.067 0.00
H -4.05544 2.87736 -6.19234 -0.223 0.012 -0.274 0.00
C -2.63981 -6.50233 -1.91827 -0.070 2.494 -0.710 0.00
H -3.54364 2.66720 1.57524 -0.077 0.404 0.229 0.00
H 2.98881 -0.49317 -1.74243 0.097 0.201 -0.363 0.00
C -0.58919 4.94921 -3.45971 0.024 -0.855 0.936 0.00
O 4.48780 -1.15628 5.93033 0.571 0.414 -0.770 0.00
C 3.50823 4.53174 4.16035 1.834 1.876 0.447 0.00
H 6.01162 5.92451 2.14593 -0.027 -0.161 -0.066 0.00
H 6.37462 -0.40700 5.42176 0.239 -0.548 0.105 0.00
N 0.34242 -6.30142 1.51843 0.309 -0.605 0.058 0.00
H -6.86162 1.15360 -0.80017 0.555 -0.038 -0.032 0.00
C -0.06694 4.28615 -2.12438 -0.259 1.154 -1.129 0.00
H -2.84037 3.05953 -3.82792 0.411 0.188 -0.304 0.00
H -2.33870 -6.81981 -0.91996 -0.836 -0.497 0.317 0.00
H 3.42249 2.95969 -2.74366 -0.089 0.331 -0.751 0.00
N 1.43185 -0.88196 -0.91737 -4.784 -0.006 -5.296 0.00
H 5.78782 4.20088 2.55854 0.389 0.145 0.616 0.00
C -2.80521 -4.90008 -1.87875 -2.005 0.156 0.277 0.00
H -4.76953 -8.75471 -2.78774 -0.200 -0.402 0.345 0.00
N 3.78382 -0.37911 -2.35484 -0.381 -2.091 -0.505 0.00
C 2.39314 4.43653 3.11666 0.754 -1.285 2.444 0.04
H -2.17929 1.91001 -5.10516 -0.054 0.283 -0.009 0.00
H 5.41824 5.62712 4.54633 -0.367 -0.104 0.382 0.00
H -3.12838 -9.18385 -2.64085 0.897 0.796 -0.150 0.00
C -4.84047 2.62570 -5.47925 -0.546 0.976 -0.379 0.00
H -4.10204 -0.90712 5.08677 -0.244 -0.193 0.284 0.00
H -4.12403 -1.89743 -4.84364 -0.139 0.043 -0.125 0.00
S -0.22218 -0.37687 -0.96554 -5.694 2.132 -5.563 0.00
H -3.68696 0.32307 -6.05328 0.632 -0.076 0.183 0.00
C 1.70610 -4.45794 0.79409 -0.387 0.151 1.048 0.00
H -3.24449 -2.01105 2.96535 0.573 0.331 -0.087 0.00
C -1.02883 0.78596 2.97678 -0.866 1.709 -0.816 0.00
C -3.06139 1.78269 1.99139 -2.170 0.049 0.728 0.00
H -1.64433 5.20866 -3.37329 -0.095 -0.133 0.022 0.00
O -1.24012 -1.37751 -1.20251 2.299 0.351 1.960 0.00
H -0.30005 0.08931 -6.43084 -0.934 0.328 0.265 0.00
O -3.84265 -7.06325 -2.52671 2.646 -0.332 1.503 0.00
H -6.00657 3.28040 -2.92154 -0.258 -0.098 -0.044 0.00
H 3.04377 6.81043 1.45596 -0.058 -0.607 0.292 0.00
C -5.24427 0.51904 2.72375 1.006 1.541 0.656 0.00
H -3.82871 -4.67733 -1.57721 -0.510 -0.865 0.439 0.00
O 0.15793 6.11588 -3.79479 -0.171 -0.543 0.282 0.00
C 1.64103 2.28791 -4.76090 0.527 -0.082 -1.479 0.00
H 0.05014 0.88574 3.09505 0.070 -0.013 0.493 0.00
H -1.78317 -6.75977 -2.54117 0.174 0.041 -0.314 0.00
H 4.12224 6.56418 3.81408 0.293 0.126 -0.325 0.00
H -4.35439 -0.36230 -0.61892 0.151 0.310 0.303 0.00
H -5.27100 2.21753 4.62621 -0.112 0.416 0.264 0.00
S 1.63500 -0.58305 0.47508 5.433 0.706 11.993 0.00
C -2.79491 2.04171 -4.21535 -1.160 -0.329 0.916 0.00
O 0.85933 -1.32648 1.44840 0.332 1.605 -1.649 0.00
N -3.22966 0.36606 4.10303 2.834 0.419 -2.725 0.00
H -0.71992 -0.90454 -5.01016 0.783 0.068 0.354 0.00
H -3.72880 3.04912 4.67830 0.262 -0.186 -0.269 0.00
H -4.83031 3.29556 3.29576 -0.090 0.168 0.161 0.00
H 5.33887 -1.28400 3.38983 0.359 -0.012 -0.527 0.00
H 2.60853 -4.66784 1.36826 0.444 0.587 -0.163 0.00
H 3.19106 -0.45250 4.10986 -0.580 -0.657 -0.024 0.00
C 1.91377 -8.34477 -1.67068 -0.138 0.834 0.937 0.00
H 1.02210 3.21339 4.42320 0.221 1.007 0.156 0.00
C 6.02280 0.80458 3.09350 -1.008 -1.417 -0.274 0.00
H 7.05401 0.62742 3.39898 0.019 0.056 -0.470 0.00
H 2.75650 -7.11737 1.16511 0.209 0.144 0.040 0.00
H 1.23909 -9.14012 -1.98742 0.286 -0.175 0.362 0.00
H -1.82466 -2.46691 1.86662 0.224 0.513 0.465 0.00
C -4.29287 1.66046 -4.48911 0.370 -1.841 0.310 0.00
C -6.68760 0.39366 -1.56196 -0.121 -0.235 -2.085 0.00
O -3.85697 0.00660 5.25007 -0.842 -0.079 1.516 0.00
H -0.17049 1.65103 5.42933 0.089 -0.382 0.038 0.00
H -4.33220 1.49118 -0.80217 -0.592 -0.290 0.518 0.00
H 5.32021 3.13861 0.44186 0.171 0.085 0.548 0.00
N 3.69690 -0.06973 3.32391 -0.324 -0.395 0.384 0.00
```
Positions in Å, forces in eV/Å.